1.
{"formula": "C5H31N2O9", "method": "the ωB97M-V functional and the def2-TZVPD basis", "symbols": ["N", "C", "C", "N", "C", "C", "C", "O", "H", "H", "H", "H", "H", "H", "H", "H", "H", "H", "H", "H", "H", "H", "H", "H", "H", "O", "H", "H", "O", "H", "H", "O", "H", "H", "O", "H", "H", "O", "H", "H", "O", "H", "H", "O", "H", "H", "O"], "positions_angstrom": [[0.166580, -0.788609, -1.924409], [1.327366, 0.118973, -1.584186], [1.086626, 1.480669, -2.174604], [0.112358, 2.286545, -1.432674], [1.491529, 3.340370, 0.350884], [0.304371, 2.446135, 0.002687], [-0.982394, 2.936433, 0.623310], [-2.042267, 2.046980, 0.250025], [-0.699514, -0.205401, -1.887689], [0.159186, -1.569707, -1.263942], [0.225859, -1.149563, -2.881659], [2.245377, -0.393293, -1.789413], [1.278439, 0.137230, -0.515794], [2.015435, 2.059369, -2.253768], [0.804247, 1.342201, -3.218200], [0.035204, 3.190889, -1.897008], [1.605589, 4.195789, -0.320133], [2.412538, 2.747851, 0.357631], [1.441055, 3.629147, 1.394701], [0.450396, 1.443749, 0.395692], [-0.920358, 3.031375, 1.699365], [-1.208668, 3.944707, 0.240324], [-2.873442, 2.518862, 0.327176], [1.639252, -3.362825, 0.578958], [2.430879, -2.697455, 1.755529], [1.880397, -3.442432, 1.506570], [0.395482, -2.796723, 2.194792], [-0.687003, -2.610657, 3.300363], [-0.488581, -2.398824, 2.382840], [-3.347964, -1.530967, 2.377297], [-2.099782, -1.893079, 1.609084], [-3.072765, -1.821389, 1.503455], [2.549377, -0.299088, 1.106048], [3.915075, -1.125148, 0.986846], [2.996139, -1.059389, 0.696935], [-0.380751, -3.912679, -0.088513], [-1.436952, -3.004387, -0.887394], [-0.539060, -3.409299, -0.894058], [1.859998, 0.273267, 3.441520], [0.738819, -0.318062, 2.689743], [1.460090, 0.324026, 2.565595], [-3.380395, -2.625910, -1.680089], [-3.383220, -1.718427, -0.489396], [-2.835673, -1.936438, -1.268509], [-2.852242, 0.344001, -2.145484], [-1.783293, 1.428836, -1.509957], [-2.013336, 0.802348, -2.230491]], "atomic_forces_ev_per_a": [[0.9756, 0.3675, -0.2896], [-1.1119, -0.3843, 0.2884], [1.0450, 0.9236, -0.0569], [-0.5106, -0.2946, -0.5734], [0.4124, -0.8075, 0.5766], [0.2695, 0.0899, -0.2908], [-0.6519, 0.7066, -0.7216], [0.3506, 0.0741, 0.2438], [-0.7114, -0.1302, -0.0679], [-0.4561, -0.4278, -0.2212], [0.0102, -0.0270, 0.3204], [0.4928, 0.0568, -0.6159], [0.1636, 0.2348, 0.5062], [0.3734, -0.4685, 0.1680], [-0.5321, 0.1923, -0.0269], [-0.0717, -0.2319, 0.1968], [-0.1318, -0.0549, 0.2173], [0.0371, 0.1130, -0.5055], [-0.2296, 0.5506, 0.1406], [0.1145, 0.0414, 0.3237], [0.2372, -0.2095, 0.3406], [0.0881, -0.1085, 0.0029], [-0.1749, 0.0116, 0.0807], [0.4952, 0.3499, -0.0761], [0.2284, 0.3707, -0.6732], [-0.7609, -0.8321, 0.6292], [-0.2600, -0.1322, -0.0573], [-0.0305, -0.1530, 0.0071], [0.4321, 0.3343, 0.1617], [-0.3366, 0.0535, -0.0427], [-0.4373, -0.1665, -0.1554], [0.5654, 0.1250, 0.0848], [0.5388, -0.1831, 0.5200], [-0.2236, 0.4606, 0.0173], [0.0925, -0.2572, -0.3721], [-0.5512, 0.0298, -0.0112], [0.2759, -0.3031, 0.3845], [0.3510, 0.4308, -0.1877], [0.3890, 0.3850, -0.0246], [-0.1121, 0.0987, -0.5006], [-0.4878, -0.4500, 0.4698], [0.2255, 0.1607, -0.2368], [0.5603, 0.1012, 0.2743], [-0.8321, -0.3870, -0.0287], [-0.0671, 0.1876, 0.5239], [-0.6891, -0.1935, -0.0585], [0.6465, -0.2474, -0.6839]], "de_lowest_ev": 1.4210, "total_energy_ha": -995.580666, "largest_force_ha_per_bohr": 0.0271, "homo_energy_ev": -12.1, "homo_lumo_gap_ev": 9.62, "total_charge": 1, "molar_mass_g_mol": 263.3}

=====

2.
{"formula": "C37H55BN5O9", "method": "the ωB97M-V functional and the def2-TZVPD basis", "symbols": ["C", "C", "C", "C", "C", "C", "C", "C", "C", "C", "C", "C", "N", "O", "B", "O", "C", "C", "C", "N", "C", "C", "C", "C", "O", "H", "H", "H", "H", "H", "H", "H", "H", "H", "H", "H", "H", "H", "H", "H", "H", "H", "H", "H", "H", "H", "H", "H", "H", "H", "H", "H", "H", "H", "H", "H", "H", "H", "H", "H", "H", "H", "H", "H", "H", "C", "C", "C", "C", "C", "C", "N", "O", "O", "H", "H", "H", "H", "H", "C", "C", "C", "C", "C", "C", "N", "O", "O", "H", "H", "H", "H", "H", "C", "C", "C", "C", "C", "C", "N", "O", "O", "H", "H", "H", "H", "H"], "positions_angstrom": [[-4.294289, -4.969971, 6.850592], [-5.371557, -5.830406, 6.197381], [-6.283206, -5.015541, 5.262014], [-6.768856, -5.824443, 4.063727], [-8.030494, -5.277587, 3.366957], [-7.749688, -4.333665, 2.192941], [-6.834033, -3.166521, 2.551982], [-6.992676, -1.956915, 1.638958], [-5.928470, -0.884779, 1.973021], [-4.795105, -0.800182, 0.932406], [-3.438423, -0.587637, 1.616618], [-2.240043, -0.264065, 0.682635], [-2.490839, -0.313717, -0.758640], [-1.901510, 1.093058, 0.907787], [-0.773264, 1.206231, 1.877153], [-0.172273, -0.157443, 1.917350], [-0.934662, -0.997616, 1.118187], [-0.205485, -1.758294, 0.007537], [0.914907, -0.944991, -0.647493], [1.965534, -1.800112, -1.237852], [1.897804, -1.893565, -2.697861], [0.496332, -2.224026, -3.201620], [3.233695, -1.623539, -0.692685], [4.445204, -1.952261, -1.555060], [3.415451, -1.249865, 0.475843], [-4.722066, -4.375847, 7.656552], [-3.866691, -4.263731, 6.140903], [-3.469676, -5.554277, 7.252588], [-5.981382, -6.266082, 6.989472], [-4.931729, -6.662254, 5.648635], [-7.119586, -4.627709, 5.842797], [-5.715450, -4.155756, 4.912505], [-7.007810, -6.829743, 4.414378], [-5.974596, -5.909065, 3.322145], [-8.675849, -4.770667, 4.084777], [-8.575042, -6.142939, 2.987058], [-7.308448, -4.923906, 1.386923], [-8.703423, -3.952898, 1.825562], [-5.796084, -3.493595, 2.612594], [-7.108924, -2.842580, 3.558783], [-6.890360, -2.239096, 0.593415], [-7.973879, -1.527987, 1.834544], [-5.476028, -1.121374, 2.935816], [-6.390479, 0.096232, 2.062157], [-4.763204, -1.703498, 0.324294], [-4.963693, 0.068010, 0.295367], [-3.515809, 0.262609, 2.291363], [-3.252041, -1.478468, 2.218656], [-3.155362, 0.419658, -0.962803], [-2.912922, -1.201490, -1.010976], [-1.192551, 1.630123, 2.971502], [-0.002017, 2.081694, 1.447122], [-1.287841, -1.803073, 1.788502], [-0.925159, -2.119603, -0.723792], [0.273996, -2.636705, 0.439970], [1.309196, -0.296815, 0.128787], [0.490605, -0.300603, -1.416108], [2.532198, -2.713494, -3.024041], [2.284186, -1.001054, -3.199041], [-0.123175, -1.331334, -3.216510], [0.045744, -2.977404, -2.563607], [0.544477, -2.603530, -4.219883], [4.697998, -1.142796, -2.227762], [5.280906, -2.102555, -0.879033], [4.313759, -2.889546, -2.087607], [-3.381749, 4.959550, 2.368661], [-3.675613, 3.707857, 1.846142], [-4.983647, 3.251566, 1.844828], [-5.978048, 4.061945, 2.363148], [-5.703287, 5.311178, 2.891023], [-4.392671, 5.758018, 2.892281], [-7.369132, 3.589684, 2.346934], [-7.590755, 2.484736, 1.899132], [-8.227383, 4.333118, 2.781333], [-2.358591, 5.310844, 2.368072], [-2.890459, 3.075837, 1.441596], [-5.215676, 2.275778, 1.443468], [-6.494074, 5.925221, 3.294477], [-4.159374, 6.731699, 3.302058], [9.790818, 2.742134, -1.769327], [10.106150, 1.392313, -1.683645], [9.192057, 0.437339, -2.097273], [7.972786, 0.855472, -2.595826], [7.636211, 2.193292, -2.681523], [8.555901, 3.141133, -2.262607], [7.008744, -0.153971, -3.057793], [7.318190, -1.321481, -2.950879], [5.959536, 0.242228, -3.522974], [10.508223, 3.487158, -1.452007], [11.066675, 1.082455, -1.295753], [9.428506, -0.613968, -2.033541], [6.674703, 2.495300, -3.068518], [8.312309, 4.192940, -2.325163], [9.979964, 4.912294, -8.678317], [11.088929, 4.763402, -7.856046], [10.991817, 5.039078, -6.502265], [9.776874, 5.458918, -5.994817], [8.662667, 5.618132, -6.796696], [8.770225, 5.341867, -8.149671], [9.661818, 5.732476, -4.554954], [10.655260, 5.597922, -3.873338], [8.576524, 6.065338, -4.131643], [10.058275, 4.690800, -9.734360], [12.030271, 4.428916, -8.269057], [11.848454, 4.925127, -5.855471], [7.724850, 5.948947, -6.376711], [7.907887, 5.458409, -8.790864]], "atomic_forces_ev_per_a": [[0.0037, 0.0713, -0.0449], [-0.0785, 0.2865, 0.0323], [0.4976, -0.1721, 0.0740], [-0.7086, 0.1879, 0.1816], [0.3881, -0.1198, -0.2931], [0.1210, -0.2406, 0.2405], [-0.5814, -0.0777, 0.0527], [0.6357, 0.4171, 0.6770], [0.0854, -0.2634, -0.5526], [0.3570, 0.5112, 0.6954], [-0.3775, -0.4389, -0.4822], [1.0414, 1.9296, 0.3959], [0.0496, -0.6846, 0.0803], [-0.3856, -0.1946, -0.3374], [0.1356, 0.7820, -0.1129], [-0.1738, 0.4253, -0.6132], [-1.0619, -1.6844, 0.8427], [0.8058, 0.3369, -0.0118], [-0.8051, -0.2220, 0.2880], [0.7808, 1.2420, -0.2117], [-0.0954, -0.7350, -0.2537], [0.1916, 0.3813, 0.0348], [0.1962, 0.1405, 1.5308], [-0.1627, -0.4797, 0.6978], [-0.4075, -0.4665, -1.7176], [0.0164, 0.0605, 0.1066], [0.0657, -0.0097, -0.1332], [-0.0172, -0.1132, 0.1414], [-0.0520, -0.2495, -0.0169], [0.1491, -0.0100, -0.1058], [-0.1819, 0.0662, -0.0754], [-0.0449, 0.1730, -0.0421], [0.1168, -0.1464, 0.0129], [0.1757, -0.1441, 0.0082], [-0.0410, -0.0128, 0.1692], [-0.2489, 0.0503, -0.0441], [0.0296, 0.0563, -0.1751], [-0.0685, 0.0813, -0.1023], [0.1439, -0.0011, -0.1172], [0.1128, 0.1014, 0.1213], [-0.2654, -0.0393, -0.1740], [-0.2591, -0.1246, -0.3351], [-0.0785, 0.0156, 0.1934], [-0.0555, 0.0688, 0.1113], [-0.0675, -0.0457, -0.1807], [-0.2240, -0.1587, -0.3773], [0.0337, 0.0132, 0.1893], [0.1581, -0.0253, 0.1102], [-0.0796, 0.0740, -0.0902], [-0.1507, 0.0229, -0.1183], [-0.0053, -0.3640, 0.2196], [0.1468, -0.1381, 0.0044], [0.0180, -0.1412, -0.1041], [-0.0602, -0.0230, -0.0647], [0.0480, -0.0500, 0.1525], [0.3715, -0.1003, 0.0270], [0.0747, 0.0802, -0.1247], [0.1705, -0.0367, 0.0868], [-0.0759, 0.2229, 0.0783], [-0.2666, -0.0702, 0.1264], [-0.1320, -0.0831, 0.0066], [0.0641, -0.0566, -0.1031], [-0.2226, 0.0055, -0.2915], [0.0463, 0.1406, 0.1331], [0.0062, 0.0747, -0.3254], [-0.1045, 0.0444, 0.0209], [0.2450, -0.0358, -0.0822], [0.0262, -0.1185, -0.0681], [0.1504, 0.0234, -0.0196], [-0.0310, 0.2044, 0.0975], [0.0760, -0.0885, -0.0556], [0.1013, 0.0596, 0.0363], [-0.0454, -0.1922, -0.0878], [-0.1362, 0.1161, 0.0721], [0.0219, -0.0294, 0.0119], [-0.0468, -0.0864, 0.0716], [-0.0666, -0.0022, 0.0167], [-0.0802, -0.0754, -0.0278], [-0.0164, 0.0133, 0.0141], [0.0127, -0.0251, 0.0051], [-0.0425, 0.1011, -0.0251], [0.1659, -0.1185, 0.0522], [0.0992, 0.1130, 0.0618], [-0.0933, 0.1666, -0.0544], [0.0853, 0.0037, 0.0144], [0.0060, 0.0556, 0.0068], [0.0611, -0.1193, -0.0350], [-0.0110, 0.0708, -0.1152], [-0.0053, 0.0169, -0.0036], [0.0036, -0.0197, 0.0122], [-0.1049, -0.0330, -0.0413], [-0.0400, -0.1050, -0.0032], [-0.0205, 0.0052, -0.0019], [0.0010, 0.0044, 0.0139], [-0.0938, 0.0186, -0.0504], [0.1975, -0.0572, -0.0137], [0.0144, -0.0373, -0.1678], [-0.1963, 0.0387, -0.0586], [0.1022, -0.0312, -0.0282], [0.0056, -0.0599, -0.0558], [0.1842, -0.0220, 0.1109], [-0.2026, 0.0848, 0.0788], [0.0014, 0.0028, -0.0087], [0.0179, -0.0031, 0.0083], [-0.0606, 0.0210, 0.0963], [0.0385, -0.0042, 0.1060], [-0.0211, 0.0030, 0.0065]], "total_energy_ha": -2418.481593, "largest_force_ha_per_bohr": 0.0433, "homo_energy_ev": -3.8, "homo_lumo_gap_ev": 4.14, "total_charge": -1, "molar_mass_g_mol": 724.7}

=====

3.
{"formula": "C2H3NO2", "method": "the ωB97M-V functional and the def2-TZVPD basis", "symbols": ["C", "C", "H", "H", "H", "N", "O", "O"], "positions_angstrom": [[-0.488015, 0.639587, 0.826854], [0.484814, -0.971825, -0.268896], [-1.553884, 1.005743, 1.209041], [0.481085, 0.994045, 1.488008], [0.849920, -1.971293, -0.511245], [0.820831, 0.038642, -0.995312], [-0.487552, -0.815865, 0.728131], [-0.200414, 1.027669, -0.548927]], "atomic_forces_ev_per_a": [[0.6647, 0.7019, -0.1095], [-0.3643, 0.2246, -0.1870], [2.5684, -0.6939, -1.0455], [-2.5648, -0.8816, -1.2260], [-0.0406, 0.3143, 0.5427], [-2.3311, -0.4418, 1.7855], [1.6336, 0.8825, -1.2269], [0.4341, -0.1060, 1.4666]], "de_lowest_ev": 3.1929, "total_energy_ha": -283.140668, "largest_force_ha_per_bohr": 0.0579, "homo_energy_ev": -9.9, "homo_lumo_gap_ev": 10.85, "total_charge": 0, "molar_mass_g_mol": 73.1, "smiles": "C1=NOCO1"}

=====

4.
{"formula": "C3H12N4S", "method": "the ωB97M-V functional and the def2-TZVPD basis", "symbols": ["N", "C", "N", "N", "H", "H", "H", "H", "H", "C", "C", "S", "N", "H", "H", "H", "H", "H", "H", "H"], "positions_angstrom": [[1.518285, -1.085895, -2.075396], [1.629545, 0.291131, -1.908670], [1.880883, 0.952662, -3.124849], [1.622708, 0.950439, -0.792440], [1.091588, -1.583764, -1.295480], [1.264729, -1.454313, -2.985342], [1.195588, 0.738568, -3.826884], [1.831354, 1.948226, -2.944312], [1.657239, 0.303786, -0.046146], [-1.536175, 0.296129, 1.185855], [-0.937128, -0.822609, 2.057335], [0.300240, -1.849696, 1.198444], [-2.315089, 1.240827, 1.999545], [-0.688590, 0.799314, 0.649560], [-2.223438, -0.122304, 0.435604], [-0.376095, -0.391416, 2.884035], [-1.681043, -1.500200, 2.474523], [0.830203, -2.270983, 2.358996], [-1.805674, 2.136287, 2.116999], [-3.259133, 1.423805, 1.638627]], "atomic_forces_ev_per_a": [[-0.2726, 0.1739, 0.4470], [0.0752, -0.0398, 0.5928], [-0.2732, 0.5543, 0.4805], [0.3826, 0.0820, -2.4290], [0.1656, 0.1621, -0.2162], [0.1803, 0.2738, 0.2468], [-0.1883, -0.2961, -0.3471], [0.1836, 0.0209, 0.0287], [-0.2262, -0.8598, 1.1998], [0.3703, -0.1257, -0.3231], [0.1342, 0.1645, -0.1555], [-0.4837, 0.3256, -0.6189], [0.1107, 0.9901, 0.1893], [-0.7947, -0.3748, 0.3226], [0.4120, -0.0672, 0.0481], [-0.2167, 0.2538, 0.1174], [-0.2068, 0.2515, -0.0608], [0.4939, -0.4974, 0.5060], [-0.7215, -0.9210, -0.1390], [0.8752, -0.0706, 0.1105]], "de_lowest_ev": 0.0000, "total_energy_ha": -738.672858, "multiplicity": 2, "largest_force_ha_per_bohr": 0.0478, "homo_energy_ev": [1.0, -5.3], "homo_lumo_gap_ev": [2.35, 8.50], "total_charge": -1, "molar_mass_g_mol": 136.2}